A cluster of 40 separate species, H80O40 in total, computed with ωB97M-V/def2-TZVPD.

```
120
Properties=species:S:1:pos:R:3:mulliken_charge:R:1
O 2.88190 1.04884 -1.69148 -0.16
O -3.88290 2.25507 2.96928 -0.52
O -4.57878 0.25751 -1.83918 -0.69
O 1.72009 -2.98556 3.64740 -0.50
O 2.63908 2.82923 0.36820 -0.35
O 4.25274 -1.64500 2.93938 -0.65
O 2.69812 -3.58030 -3.01578 -0.53
O -3.41055 -0.87439 1.94611 -0.21
O 0.15835 0.90404 3.43629 -0.23
O -4.81604 2.19033 0.30378 -0.57
O -1.52089 -3.42477 -3.91453 -0.78
O 4.07534 -1.01801 -2.62331 -0.55
O 3.85779 0.56403 4.70032 -0.52
O -5.06018 -0.34776 4.70367 -0.61
O -1.51153 -0.96249 -0.36925 -0.19
O -2.12308 0.27933 -4.90542 -0.48
O -1.39132 3.46650 -4.33892 -0.49
O -1.36386 3.65342 4.69949 -0.65
O -3.22877 -2.16942 -1.79409 -0.18
O 5.82537 2.74952 -0.25920 -0.58
O -2.48254 4.09708 -0.42103 -0.58
O -0.53920 -1.62289 3.83083 -0.44
O -3.02283 -3.06973 3.83037 -0.60
O 2.92681 -2.15043 -0.02247 -0.25
O -0.52342 -0.33140 6.05767 -0.74
O -3.49979 -1.95160 -4.23058 -0.50
O -0.03980 -3.50170 -1.17552 -0.40
O 0.48147 -1.59921 -3.68467 -0.31
O -2.48234 1.16252 -0.51229 0.10
O 0.27411 2.13072 -5.94053 -0.61
O 5.76666 -0.96750 0.03964 -0.56
O 1.21331 3.67931 -3.29616 -0.62
O -2.42686 -5.24003 0.29799 -0.55
O -0.91215 6.08343 0.20924 -0.56
O 4.09264 1.10076 -4.21442 -0.55
O 5.48001 2.23394 2.82587 -0.60
O 2.45764 -5.04531 1.74730 -0.59
O -4.99409 -3.90207 -0.58091 -0.61
O 0.18966 0.84890 -2.13113 -0.03
O 2.95642 3.30202 3.41542 -0.59
H 2.51757 -1.41004 -0.60357 0.18
H 2.05600 0.59806 -1.79438 0.32
H 0.65149 -4.12266 -0.83022 0.22
H 3.47695 0.36362 -2.10547 0.07
H 3.60676 -0.96563 3.24111 0.26
H -3.51667 3.15936 3.12539 0.26
H -1.83813 2.80363 -3.85780 0.26
H -4.30988 -2.33998 -4.57884 0.24
H -0.27754 -0.92365 5.15926 0.47
H -4.84844 0.55604 4.69170 0.28
H -1.27922 2.86791 4.07840 0.31
H -2.73816 -1.08192 1.29807 0.05
H 2.51094 -2.88113 -0.54506 0.18
H -5.37369 -0.55643 3.82664 0.29
H 4.14589 1.54726 4.81271 0.28
H 1.69126 -4.54833 1.79560 0.31
H -2.44089 5.01193 0.02418 0.32
H 2.45495 3.33926 -0.40418 0.24
H -0.45365 -4.05000 -1.81385 0.18
H 4.22299 0.06435 5.46928 0.25
H -5.11408 -2.94576 -0.51729 0.28
H -0.84057 -0.33426 -0.02736 0.00
H -2.02326 -3.77802 -3.21865 0.23
H -3.78169 2.28587 2.01103 0.27
H 5.07372 3.13039 0.14096 0.31
H -2.89107 -4.40617 0.57962 0.26
H -1.55537 3.98210 -0.79128 0.26
H 4.49676 -1.86377 -2.60665 0.27
H 4.37651 1.09327 -3.28998 0.28
H -5.11120 1.69558 1.08209 0.29
H 3.23956 3.89257 2.71783 0.26
H -1.24272 0.44520 -5.28947 0.24
H -3.11568 -5.83234 0.09204 0.30
H 5.35442 -0.09399 0.00978 0.23
H 1.07066 1.62621 -5.93640 0.29
H -3.07025 -3.33408 4.73319 0.30
H -0.77221 6.62197 0.99868 0.28
H -2.27194 3.39882 5.10311 0.33
H -0.26917 -2.56070 3.72911 0.29
H -2.66275 -2.70237 -1.15733 0.14
H 5.58867 -1.65570 0.64386 0.25
H -3.03068 -1.43435 2.66701 0.16
H 0.48225 1.77211 3.36825 0.19
H -0.37461 6.64082 -0.39460 0.28
H 6.18897 1.66250 2.34622 0.29
H -2.04067 -2.72601 -4.42060 0.42
H -5.14271 -4.27940 0.31116 0.30
H 2.76516 -3.80921 -3.96954 0.31
H -4.79310 0.40880 -0.90980 0.25
H 5.97902 1.86067 -0.29956 0.26
H 4.95941 1.14056 -4.64224 0.29
H -2.94707 1.86264 -0.14226 0.19
H 0.34689 2.92476 -5.35535 0.35
H 3.94439 -2.03322 2.08312 0.30
H 3.63046 2.57030 3.09362 0.35
H -3.76482 -1.46134 -3.45168 0.23
H 2.71340 1.97962 -0.01562 0.21
H 1.36318 2.83743 -2.93781 0.16
H -2.02087 4.00501 -4.79153 0.21
H -1.78242 1.55666 -1.05057 -0.11
H 2.05060 -2.08728 3.56886 0.25
H 0.51940 1.47634 -2.71691 -0.14
H 3.54562 -1.20139 -3.41022 0.27
H 3.15075 -4.90247 2.39027 0.28
H -0.42254 -1.17215 2.94907 0.18
H 0.13061 0.45478 5.99574 0.28
H 0.14555 0.72242 4.41846 0.03
H -1.84215 -0.79670 -1.23922 0.17
H 0.20744 -0.09574 -2.24611 0.09
H 0.26622 -1.03124 -4.46900 0.22
H -5.29021 3.01755 0.38833 0.20
H -3.65904 0.67228 -1.86631 0.35
H 1.75741 -3.52128 -3.11707 0.21
H -3.41074 -1.29702 -1.39400 0.04
H -3.18032 -2.09056 4.01964 0.35
H 2.04066 -3.66454 4.27854 0.26
H -2.91514 0.58147 -5.42131 0.25
H 5.59137 3.07950 2.39724 0.28
H -0.32802 -2.12172 -3.79295 0.19
H 0.29286 3.95603 -3.22451 0.33
```

orbital gap: 9.9 eV
total energy: -83194.58259 eV
multiplicity: 1
LUMO energy: -0.0122 Ha
energy relative to the best compared isomer or geometry (same formula, charge and spin): 11.233 eV